Entry 1:
Computed, not measured: 2 unconnected molecules or ions with the total composition C4H13N4O, with wB97M-V/def2-TZVPD.

The geometry in XYZ format:
```
22
Properties=species:S:1:pos:R:3:forces:R:3
C -0.84343 0.41790 -1.80256 4.070 -2.088 -2.311
C 1.73171 0.85247 -1.46691 2.977 1.886 -1.066
N 2.14047 -0.46454 -1.11706 -4.261 1.044 1.838
N 0.63856 1.23266 -2.17872 -2.318 -4.354 3.487
N 2.70713 1.90295 -1.30605 -1.818 -1.911 -1.569
H 1.50598 -0.94407 -0.32674 1.752 1.324 -2.773
H 3.06721 -0.46291 -0.76693 1.090 0.064 0.335
H 0.52064 2.19658 -2.38251 -0.080 0.903 -0.066
H 2.43663 2.70983 -1.90948 0.812 -0.687 0.877
H 3.71877 1.66090 -1.37919 -1.171 0.192 0.227
H -0.53000 -0.73400 -1.82050 -0.413 2.510 0.294
H -1.39102 0.48550 -2.73788 -0.418 0.609 0.395
H -1.28010 0.69572 -0.85792 -0.017 0.716 -0.228
C -1.44172 -0.52670 3.11707 0.069 2.800 3.267
C -1.13910 -0.90991 1.72806 -2.723 -3.466 -0.647
O -0.34260 -0.36888 0.90641 -0.678 -0.444 1.137
N -1.92581 -2.01598 1.39035 0.961 1.418 -1.573
H -2.11637 -1.30795 3.59247 1.485 0.738 -0.408
H -2.15237 0.39649 3.12769 1.328 -1.164 -0.426
H -2.07706 -2.34106 0.40672 0.641 0.524 0.991
H -2.71669 -2.29933 1.99073 0.789 0.508 -0.095
H -0.51082 -0.17568 3.79293 -2.076 -1.124 -1.687
```
Positions in Å, forces in eV/Å.

* E_HOMO (alpha / beta): -0.6662 / -0.6660 hartree
* multiplicity: 2
* net charge: +2

Population analysis type natural (NBO), resulting atomic charges in e: -0.40 0.68 -0.77 -0.54 -0.76 0.41 0.41 0.42 0.41 0.43 0.22 0.27 0.21 -0.73 0.64 -0.11 -0.66 0.29 0.33 0.45 0.46 0.33

---

Entry 2:
Computed, not measured: 2 unconnected molecules or ions with the total composition C4H13N5, with wB97M-V/def2-TZVPD.

The geometry in XYZ format:
```
22
Properties=species:S:1:pos:R:3:forces:R:3
C 1.29061 -1.38930 -0.70694 -0.182 0.333 0.185
N 0.84421 0.00862 -0.55037 -0.517 0.426 0.872
C 0.87989 0.58183 0.84742 2.362 0.547 -0.969
N 1.20849 -0.31816 1.85166 -0.184 0.432 -0.379
N 1.06773 1.83523 1.01428 -0.416 -0.990 0.327
H 1.36722 0.62433 -1.18128 -0.156 -0.079 0.371
H 1.42162 0.18568 2.70148 -0.171 -0.170 0.031
H 0.67001 -1.16174 1.96975 -0.204 0.177 -0.059
H 1.11232 2.37000 0.15398 -0.265 -0.179 -0.060
H 0.52713 -2.04350 -0.29099 -0.057 -0.010 -0.071
H 2.22509 -1.54585 -0.17643 0.080 -0.006 -0.041
H 1.42283 -1.59488 -1.76668 -0.049 -0.018 0.028
C -1.60796 -0.33584 0.88496 -0.137 0.415 -1.593
C -0.86218 0.25661 -0.98274 -1.087 0.062 2.088
N -1.10184 1.63117 -0.97968 0.724 -0.640 0.169
N -1.29585 -0.47480 -1.92462 0.498 -0.214 -1.147
H -1.32268 2.02646 -0.07614 -0.260 0.178 -0.490
H -1.49860 1.95922 -1.85100 -0.150 0.054 0.468
H -0.66804 -1.19644 -2.25588 -0.356 -0.241 0.289
H -2.61240 -0.06497 0.55785 -0.063 -0.155 -0.131
H -1.55143 -1.42784 0.86946 0.120 0.033 0.091
H -1.51617 0.07415 1.89193 0.471 0.046 0.019
```
Positions in Å, forces in eV/Å.

* E_HOMO: -0.2615 hartree
* multiplicity: 1

Population analysis type natural (NBO), resulting atomic charges in e: -0.43 -0.53 0.63 -0.84 -0.72 0.41 0.41 0.40 0.36 0.23 0.23 0.22 -0.91 0.62 -0.91 -0.88 0.40 0.41 0.34 0.21 0.18 0.19

---

Entry 3:
Computed, not measured: 2 unconnected molecules or ions with the total composition C4H13NO, with wB97M-V/def2-TZVPD.

The geometry in XYZ format:
```
19
Properties=species:S:1:pos:R:3:forces:R:3
C 1.58773 0.16318 2.06726 -0.360 -0.030 0.034
C 0.26287 -0.26940 1.45781 0.458 -0.412 -0.390
N 0.41564 -0.59389 0.04062 -0.352 0.063 0.399
C -0.83154 -1.00164 -0.57886 -0.267 -0.570 0.019
C -0.63145 -1.24125 -2.06112 0.203 0.157 -0.121
H 2.35623 -0.59558 1.93717 -0.047 -0.103 0.003
H 1.43203 0.34420 3.13118 0.207 0.102 0.016
H 1.93794 1.07687 1.59276 0.068 0.168 0.038
H -0.08430 -1.18497 1.94128 -0.130 0.091 0.148
H -0.49091 0.51358 1.63035 -0.149 0.003 0.078
H 0.75284 0.22241 -0.44342 0.232 0.265 -0.237
H -1.17140 -1.93633 -0.11722 0.210 -0.016 0.083
H -1.67584 -0.31376 -0.39562 0.155 0.263 -0.112
H -0.31697 -0.32222 -2.55903 -0.111 0.061 -0.043
H 0.16287 -1.96804 -2.22266 0.027 -0.091 0.084
H -1.53007 -1.61523 -2.54435 -0.143 0.053 -0.009
H -0.83122 1.87529 -0.05997 -0.089 -0.093 0.156
H -1.35779 2.75050 -1.19266 0.206 -0.074 0.076
O -0.54187 2.41180 -0.80100 -0.118 0.165 -0.221
```
Positions in Å, forces in eV/Å.

* SMILES string: CCNCC.O
* E_HOMO: -0.3288 hartree
* multiplicity: 1

Population analysis type natural (NBO), resulting atomic charges in e: -0.61 -0.21 -0.62 -0.21 -0.61 0.21 0.21 0.20 0.19 0.14 0.36 0.18 0.14 0.21 0.21 0.21 0.47 0.47 -0.94

---

Entry 4:
Computed, not measured: 2 unconnected molecules or ions with the total composition C4H13NO, with wB97M-V/def2-TZVPD.

The geometry in XYZ format:
```
19
Properties=species:S:1:pos:R:3:forces:R:3
C 1.72138 0.09440 2.21154 -0.411 -4.507 -3.290
C 0.47179 -0.17704 1.28457 -3.029 2.696 2.054
N 0.32451 -0.28043 -0.17247 0.474 -4.348 1.792
C -1.02230 -0.88054 -0.63812 3.735 2.876 -0.181
C -0.75672 -1.10591 -2.15761 -1.297 -1.327 2.911
H 2.39192 -0.77366 1.94327 0.064 1.194 0.533
H 1.59017 0.10524 3.25362 -1.168 -0.487 1.292
H 2.11815 0.99005 2.01528 2.013 3.303 -1.200
H 0.00466 -1.01912 1.76803 -0.278 -0.740 -0.299
H -0.26062 0.67864 1.57046 0.785 -0.953 0.022
H 0.49543 0.54206 -0.61425 0.475 2.777 -1.208
H -1.00264 -1.77023 0.02459 -1.386 0.440 -0.833
H -1.73411 -0.01275 -0.54988 -0.382 -1.564 0.651
H -0.56634 -0.25739 -2.72701 0.764 1.746 -0.542
H 0.01367 -1.82310 -2.15480 1.089 -0.719 -0.673
H -1.63835 -1.51073 -2.55197 -1.318 -0.948 -0.906
H -1.32744 1.95071 -0.74140 -0.631 -0.401 0.194
H -0.32326 2.90505 -1.28393 0.039 -0.589 1.306
O -0.49991 2.34473 -0.47993 0.462 1.552 -1.621
```
Positions in Å, forces in eV/Å.

* SMILES string: CCNCC.O
* E_HOMO: -0.2927 hartree
* multiplicity: 1

Population analysis type natural (NBO), resulting atomic charges in e: -0.60 -0.21 -0.65 -0.22 -0.61 0.20 0.21 0.20 0.18 0.13 0.37 0.22 0.15 0.20 0.22 0.20 0.46 0.47 -0.93

---

E list, top to bottom, in eV: -12346.4631; -11805.5251; -7896.3063; -7894.2234
Max |F| list, top to bottom, in eV/A: 6.04; 2.61; 0.73; 5.60
ΔE to the lowest compared entry with this formula, charge and spin list, top to bottom, in eV: 2.940; 3.405; 0.355; 2.438